Entry 1:
The following is a DFT calculation (wB97M-V/def2-TZVPD) of C29H36CaN8 as an isolated structure in a non-equilibrium geometry.

```
74
C29H36CaN8 (wB97M-V/def2-TZVPD)
Ca -0.2477 -0.1078 0.0613
N 0.3134 -2.9067 2.3889
N 0.2431 -2.1407 -1.2289
C 0.7347 1.9627 -0.5056
C 1.8543 1.0897 -0.1749
C 1.6960 0.6481 1.1991
C 2.5955 -0.2700 1.9585
H 3.3503 -0.7226 1.3064
H 2.0555 -1.0780 2.4768
H 3.1243 0.3388 2.7081
C 0.4719 1.2261 1.7362
C -0.0903 0.9718 3.0876
H 0.3484 1.7094 3.7713
H 0.1518 -0.0333 3.4631
H -1.1794 1.0887 3.1220
C -0.1252 2.0618 0.6736
C -1.3914 2.8268 0.7762
H -2.1309 2.3530 1.4338
H -1.8625 2.9966 -0.2001
H -1.1352 3.8045 1.2045
C 2.9668 0.7047 -1.0957
H 3.8187 1.3754 -0.9023
H 2.6852 0.8224 -2.1494
H 3.3167 -0.3271 -0.9496
C 0.5048 2.6580 -1.8060
H -0.5587 2.8346 -2.0164
H 0.9237 2.1137 -2.6605
H 1.0049 3.6353 -1.7467
C -0.3491 -3.5669 3.3199
H 0.1014 -3.5912 4.3208
C -1.5750 -4.2280 3.0911
H -2.0719 -4.7652 3.9042
C -2.1132 -4.1728 1.8037
H -3.0580 -4.6694 1.5728
C -1.4407 -3.4811 0.8131
H -1.8280 -3.3936 -0.2004
C -0.2089 -2.8473 1.1408
C 0.5931 -2.2186 0.1687
H 1.6516 -2.0790 0.3491
C -0.0535 -0.9596 -1.8403
C 0.2456 -3.1167 -2.3032
H 0.4422 -4.1604 -2.1185
C -0.0328 -2.4541 -3.4230
H -0.1516 -2.7323 -4.4321
N -0.2143 -1.0971 -3.1243
C -0.4471 0.0181 -3.9777
C 0.5681 0.3630 -4.8743
C 0.3384 1.4539 -5.7400
H 1.1260 1.7432 -6.4423
C -0.8600 2.1769 -5.7087
C -1.0982 3.3275 -6.6615
H -1.6410 4.1468 -6.1723
H -1.7015 3.0096 -7.5240
H -0.1537 3.7267 -7.0511
C -1.8478 1.7979 -4.7906
H -2.7899 2.3513 -4.7490
C -1.6576 0.7148 -3.9075
C -2.7234 0.3567 -2.9084
H -2.8218 -0.7282 -2.7689
H -3.7064 0.7565 -3.2117
H -2.4942 0.7837 -1.9102
C 1.8755 -0.3778 -4.9213
H 1.8069 -1.3045 -5.5112
H 2.2245 -0.6620 -3.9175
H 2.6606 0.2416 -5.3868
N -3.9142 -1.6482 3.8741
N -3.4604 -1.1035 2.6772
N -4.2862 -0.6048 1.7282
C -3.4027 -0.2060 0.7938
N -2.1446 -0.4498 1.1330
N -2.1603 -1.0371 2.3816
H -3.2470 -2.0095 4.5434
H -4.9033 -1.6773 4.0705
H -3.6968 0.2686 -0.1388
```

Computed properties:
highest occupied orbital energy (alpha / beta)	2.52 / 1.12	eV
2S+1	1
energy above the lowest of the compared OMol25 structures with the same formula, charge and spin	0.0	kcal/mol
HOMO-LUMO gap (alpha / beta)	2.05 / 3.43	eV
DFT total energy	-2242.06445	Ha
charge	-2
LUMO energy (alpha / beta)	4.568 / 4.544	eV



Entry 2:
The following is a DFT calculation (wB97M-V/def2-TZVPD) of a 7-piece molecular cluster, C29H36F11N2O25PS overall in a non-equilibrium geometry.

```
105
C29H36F11N2O25PS (wB97M-V/def2-TZVPD)
C 3.8461 1.7229 3.4058
C 3.3040 0.3401 3.9932
N 2.9966 0.6303 5.4114
O 2.0734 0.0176 3.2727
C 2.2567 -1.1243 2.4043
C 2.1646 -2.4035 3.3089
O 1.7936 -3.6303 2.6510
C 1.8339 -4.7104 3.4915
F 3.1483 -5.1109 3.6922
F 1.1823 -4.5232 4.6849
F 1.2181 -5.7879 2.8880
C 1.2203 -0.9492 1.2302
F 1.1111 -2.0743 0.3811
O -0.0374 -0.3883 1.5698
C -0.7783 -1.1408 2.4982
N -1.2478 -2.4470 2.0220
C -1.3574 -3.2528 3.0147
O -1.7379 -3.6765 4.0103
S -2.3572 -0.1371 2.8124
O -2.5469 0.6704 1.6090
O -3.5400 -0.9744 2.9926
C -1.9816 0.9929 4.2423
F -0.7137 1.5255 3.9933
F -2.8441 2.0635 4.1410
C -2.0543 0.3290 5.6828
F -2.4772 -0.9762 5.6944
F -3.0096 1.0551 6.3964
C -0.7237 0.4031 6.5293
F -1.0148 -0.1550 7.7636
F 0.2040 -0.4288 5.9532
F -0.2742 1.6604 6.7670
P 2.0049 0.3836 0.0714
O 2.2861 -0.1635 -1.3115
H 4.6277 2.0772 4.1666
H 3.0117 2.4750 3.3948
H 4.3086 1.6015 2.3906
H 4.0856 -0.4635 3.9764
H 2.9047 -0.2413 5.9373
H 2.1279 1.1674 5.4792
H 3.2990 -1.0006 1.9823
H 3.1979 -2.5760 3.7497
H 1.5198 -2.1645 4.2106
H -0.2821 -1.1962 3.5186
H 1.0831 1.4881 -0.0782
H 3.1874 0.8892 0.7028
C -4.3746 -3.5229 0.0387
C -3.2897 -4.5572 0.1646
O -3.8307 -5.6682 -0.5443
C -4.7496 -5.1836 -1.4235
O -5.2646 -5.8278 -2.2810
O -5.0011 -3.8669 -1.1939
H -3.9824 -2.5066 0.0034
H -5.1118 -3.5902 0.8428
H -2.3588 -4.2503 -0.3202
H -3.0805 -4.8139 1.2030
C -0.9571 4.0117 -3.3355
C 0.0042 2.8973 -3.6258
O 0.4506 2.5148 -2.3251
C -0.5117 2.8936 -1.4442
O -0.5329 2.5764 -0.2881
O -1.4465 3.6769 -2.0373
H -1.7699 4.0608 -4.0574
H -0.4669 4.9872 -3.2877
H -0.4781 2.0405 -4.0997
H 0.8401 3.2196 -4.2457
C -0.9697 -2.2886 -3.1870
C -0.9350 -0.9510 -2.5075
O -0.8001 -0.0427 -3.5966
C -1.2849 -0.6651 -4.7027
O -1.4726 -0.1251 -5.7499
O -1.5303 -1.9811 -4.4630
H -1.5869 -3.0126 -2.6553
H 0.0278 -2.7111 -3.3317
H -1.8632 -0.7262 -1.9741
H -0.0985 -0.8561 -1.8183
C -5.9355 5.6628 -4.5253
C -5.8674 4.6356 -5.6201
O -4.6526 4.9635 -6.2872
C -3.8696 5.6298 -5.3976
O -2.7233 5.9004 -5.5806
O -4.5631 5.9463 -4.2712
H -6.4270 5.2867 -3.6286
H -6.4332 6.5824 -4.8436
H -5.7945 3.6156 -5.2339
H -6.7143 4.6954 -6.3028
C -1.1173 -4.5884 -6.8699
C -0.3612 -3.7729 -7.8788
O 0.9764 -4.2380 -7.7232
C 0.9108 -5.4904 -7.1919
O 1.8408 -6.2268 -7.0896
O -0.3557 -5.7901 -6.7933
H -2.1398 -4.7968 -7.1834
H -1.1372 -4.1197 -5.8834
H -0.6867 -3.9677 -8.9042
H -0.4268 -2.7024 -7.6844
C 8.0002 5.4698 3.8193
C 7.7072 4.8239 2.4949
O 7.1336 3.5755 2.8721
C 6.6247 3.7264 4.1224
O 5.9294 2.9226 4.6664
O 7.0065 4.9079 4.6719
H 7.9134 6.5552 3.7838
H 8.9877 5.2054 4.2057
H 6.9766 5.3854 1.9070
H 8.6040 4.6745 1.8948
```

Computed properties:
highest occupied orbital energy	-9.98	eV
2S+1	1
HOMO-LUMO gap	9.35	eV
DFT total energy	-4955.15694	Ha
LUMO energy	-0.633	eV



Entry 3:
The following is a DFT calculation (wB97M-V/def2-TZVPD) of one molecule with the formula C29H36N2O8.

```
75
C29H36N2O8 (wB97M-V/def2-TZVPD)
C 3.3293 0.9663 3.7429
H 3.5306 1.9288 3.2608
O 3.7058 -0.1146 2.9196
C 3.0686 -0.2802 1.7341
C 2.1691 0.6139 1.1813
C 1.5891 0.3587 -0.0627
C 1.8990 -0.8294 -0.7215
C 2.7695 -1.7564 -0.1707
C 3.3923 -1.4767 1.0557
O 4.2603 -2.2921 1.7213
C 5.0971 -3.1680 0.9995
H 5.8746 -3.4656 1.7031
H 5.5552 -2.6692 0.1418
H 4.5588 -4.0530 0.6532
O 3.0366 -2.9688 -0.7555
C 2.4387 -3.2646 -1.9955
H 2.7533 -2.5599 -2.7719
H 2.7909 -4.2624 -2.2538
H 1.3465 -3.2735 -1.9318
H 1.4065 -1.0522 -1.6512
C 0.6089 1.2760 -0.5959
C 0.0814 1.2545 -1.8303
C -1.1317 2.0165 -2.1348
O -1.7502 2.6359 -1.2759
N -1.6284 1.9231 -3.4071
C -0.9067 1.4657 -4.5737
H -1.2549 2.0730 -5.4180
H 0.1562 1.6781 -4.4381
C -1.0934 -0.0189 -4.9256
H -0.7039 -0.1895 -5.9303
H -0.5282 -0.6454 -4.2349
C -2.5544 -0.4785 -4.8583
N -3.0858 -0.2817 -3.5200
C -2.5014 -1.0408 -2.5369
O -1.8683 -2.0435 -2.8458
C -2.5544 -0.5574 -1.1529
C -1.7371 -1.1041 -0.2392
C -1.4137 -0.5644 1.0607
C -0.5840 -1.2886 1.9190
C -0.1582 -0.7347 3.1120
C -0.5400 0.5762 3.4670
C -1.3560 1.3118 2.5949
C -1.8054 0.7220 1.4238
H -2.4006 1.2989 0.7400
O -1.6363 2.6099 2.9274
C -2.4454 3.3659 2.0516
H -2.4730 4.3669 2.4800
H -3.4629 2.9647 2.0069
H -2.0288 3.4107 1.0417
O 0.0051 1.0376 4.6341
C -0.7061 1.9779 5.4095
H -1.7607 1.7067 5.4977
H -0.2403 1.9491 6.3947
H -0.6293 2.9859 4.9964
O 0.6468 -1.3537 4.0170
C 1.1172 -2.6469 3.7241
H 1.7245 -2.6580 2.8149
H 1.7410 -2.9266 4.5712
H 0.2930 -3.3617 3.6266
H -0.2738 -2.2798 1.6323
H -1.1995 -1.9984 -0.5305
H -3.1300 0.3198 -0.9200
C -3.8730 0.9116 -3.3397
H -4.7095 0.8807 -4.0471
H -4.2947 0.9224 -2.3374
C -3.0345 2.1979 -3.5895
H -3.1948 2.5699 -4.6035
H -3.3247 2.9736 -2.8779
H -2.5971 -1.5449 -5.0948
H -3.1757 0.0709 -5.5670
H 0.4317 0.5587 -2.5732
H 0.2353 2.0226 0.0924
H 1.9090 1.5205 1.7017
H 2.2761 0.9043 4.0285
H 3.9491 0.8768 4.6336
```

Computed properties:
highest occupied orbital energy	-7.60	eV
2S+1	1
energy above the lowest of the compared OMol25 structures with the same formula, charge and spin	0.0	kcal/mol
HOMO-LUMO gap	7.71	eV
DFT total energy	-1838.01657	Ha
LUMO energy	0.113	eV



Entry 4:
The following is a DFT calculation (wB97M-V/def2-TZVPD) of C29H36N4O5 as an isolated structure in a non-equilibrium geometry.

```
74
C29H36N4O5 (wB97M-V/def2-TZVPD)
C -2.3913 -4.4347 -0.0897
H -2.2153 -4.9396 0.7869
C -1.1717 -4.8072 -1.1401
H -1.4714 -4.5437 -2.1429
H -1.3222 -6.1652 -1.3251
C 0.0320 -4.5503 -0.6561
N 0.0584 -3.1339 -0.6595
C 1.1857 -2.2233 -0.6394
O 2.2447 -2.6430 -0.2782
C 0.8820 -0.7916 -0.5443
C 1.8474 0.4332 -0.9396
C 1.3853 1.5787 -1.5196
C 2.4254 2.2777 -1.8498
C 3.7923 2.3016 -1.5752
C 4.1837 0.9430 -1.3215
C 3.1949 -0.0478 -0.7419
H 3.6480 -1.1459 -0.4906
H 5.2060 0.6719 -1.0240
O 4.6973 3.3613 -1.9879
C 5.9504 3.1272 -1.6538
H 6.3181 2.2958 -2.5277
H 6.1229 2.9307 -0.5810
H 6.4234 4.1492 -1.9843
H 2.0221 3.4824 -1.9032
H 0.4316 1.8632 -1.7480
N 0.4620 -0.4362 0.8231
C -0.9121 -0.8353 1.1009
O -1.6660 -0.9030 0.2190
C -1.4897 -0.3700 2.6215
C -2.8961 -0.2250 2.5353
C -3.2627 1.0175 1.4124
O -2.6141 1.8607 1.1720
N -4.4133 0.7310 0.8180
C -5.0163 1.3889 -0.1800
N -6.1597 1.1167 -0.7300
O -6.3854 2.3768 -1.5733
C -5.4435 3.1243 -1.7391
C -4.5227 2.7794 -0.3887
H -3.6467 3.3131 -0.3505
C -5.7195 4.4277 -2.3576
H -4.6846 4.8935 -2.1378
H -6.6723 4.8971 -1.9996
H -5.7273 3.9424 -3.4649
H -5.0030 -0.3099 0.9690
H -3.4151 0.1694 3.3729
H -3.2362 -1.1919 2.1564
H -1.0442 -1.2541 3.2277
H -0.8366 0.4509 2.9000
C 1.4292 -0.0314 1.6948
C 1.6785 1.3987 1.8080
C 0.9098 2.3873 1.4667
C 1.3112 3.7052 1.4254
C 2.8011 4.0577 1.5845
C 3.6053 2.9149 2.0340
C 3.2550 1.6073 2.0883
H 3.9066 0.9937 2.3706
H 4.5529 3.1890 2.0304
H 2.8461 5.0354 1.7005
H 0.5860 4.5301 1.3024
H -0.0073 2.0875 1.6256
H 2.3369 -0.8213 1.4941
H 1.1051 -0.3920 2.8938
H 0.0187 -0.5971 -1.2474
H -0.8912 -2.5663 -0.8264
C 0.4417 -4.9923 0.7653
H 1.4958 -4.7152 0.9796
H -0.2051 -4.4513 1.4922
H 0.3286 -5.8289 0.9765
C 0.9679 -5.1578 -1.6025
H 1.1526 -6.0956 -1.1817
H 2.1571 -4.5822 -1.3237
H 0.9311 -4.8230 -2.6033
H -3.4853 -4.6926 -0.6352
H -2.4028 -3.1136 -0.1826
```

Computed properties:
highest occupied orbital energy	-8.14	eV
2S+1	1
energy above the lowest of the compared OMol25 structures with the same formula, charge and spin	590.4	kcal/mol
HOMO-LUMO gap	8.46	eV
DFT total energy	-1721.06010	Ha
LUMO energy	0.323	eV